Entry 1:
The following is a DFT calculation (the ωB97M-V functional and the def2-TZVPD basis) of a molecular structure, C7H28KN14O7.

## Properties
**Net charge**: +1
**ΔE to the lowest compared entry with this formula, charge and spin**: 27.95 kcal per mole
**HOMO-LUMO gap**: 0.3113 hartree
**LUMO**: -2.303 eV

```
57
Properties=species:S:1:pos:R:3:forces:R:3
K 0.57048 -0.09448 -0.30315 0.1 0.1 -0.1
C 1.03384 3.02441 2.01449 -0.1 0.1 0.0
O 1.10123 1.99986 1.32900 -0.3 0.5 0.6
N 2.12165 3.49242 2.69253 0.6 -1.2 -0.1
N -0.09601 3.73333 2.23631 -0.4 0.0 -0.2
H 2.86361 2.80953 2.64746 0.3 0.5 0.1
H 2.32368 4.43721 2.94984 -0.2 0.2 0.0
H -0.94188 3.51744 1.72734 0.1 0.0 -0.1
H -0.12891 4.40759 2.97545 0.0 0.1 0.0
C -2.57423 2.17897 -0.22598 -0.2 0.1 0.0
O -1.86454 1.45758 -0.91559 -0.1 0.7 0.3
N -3.73762 1.73275 0.31382 0.6 -0.7 -0.5
N -2.27643 3.49390 0.13922 0.1 0.4 -0.6
H -3.88579 0.75343 0.11400 -0.5 0.1 0.3
H -4.36206 2.28813 0.86064 -0.1 0.0 0.1
H -3.08238 4.05773 0.36598 -0.2 -0.1 0.2
H -1.73277 4.01027 -0.54423 0.3 -0.4 0.0
C 3.87293 1.30250 -1.36536 -0.9 -0.3 -2.2
O 2.66160 1.49159 -1.44370 0.4 0.0 0.5
N 4.62769 1.48014 -0.26258 -0.3 0.1 0.2
N 4.60086 0.90304 -2.47511 0.8 0.0 1.0
H 4.14894 1.73833 0.58080 0.1 -0.2 0.1
H 5.57709 1.17344 -0.28020 0.2 0.1 0.4
H 5.54466 0.61104 -2.30689 0.2 0.0 -0.3
H 4.28077 0.78156 -3.41381 -0.7 0.1 0.2
C -2.79667 -1.53777 1.07220 1.1 -0.2 -0.5
O -1.78957 -1.56578 0.36145 -0.7 -0.2 0.6
N -2.73981 -1.53601 2.43495 -0.7 -0.1 -0.4
N -4.05054 -1.51817 0.53841 0.0 0.4 -0.5
H -3.44070 -0.99481 2.90922 0.2 -0.2 0.5
H -1.85418 -1.76790 2.83394 0.2 0.5 0.2
H -4.86833 -1.70561 1.08842 0.0 -0.2 0.0
H -4.06886 -1.74246 -0.44503 -0.2 0.1 0.0
C 0.87723 -1.26415 2.89638 1.3 0.6 -0.2
O 1.67771 -1.15231 1.97815 -0.1 -0.9 0.2
N 0.15305 -0.19174 3.28988 -1.7 0.0 1.4
N 0.67999 -2.38897 3.68542 0.1 1.0 -1.0
H 0.33768 0.77275 3.07835 0.5 -0.2 -0.8
H -0.38408 -0.31960 4.13413 0.1 0.3 0.0
H 1.29126 -3.16870 3.53552 -0.3 -0.3 0.0
H -0.16321 -2.43206 4.22201 0.2 -0.5 0.4
C 0.41118 -4.29058 -1.88252 -0.7 0.8 -0.9
O 0.76980 -4.13974 -3.05220 0.2 -0.4 0.9
N -0.25701 -3.30259 -1.21586 0.5 0.4 -0.5
N 0.58241 -5.43457 -1.18544 0.5 -0.5 -0.5
H -0.31413 -2.44327 -1.75130 -0.4 -0.2 0.2
H -0.80939 -3.42024 -0.39260 0.0 0.0 0.1
H 0.26176 -5.53831 -0.24685 0.1 -0.2 0.2
H 1.07864 -6.14745 -1.69421 -0.2 -0.2 0.4
C -0.12454 -0.28667 -3.79826 0.9 1.2 0.6
O 0.09379 -0.94813 -2.78333 -0.4 0.0 -0.4
N -1.12775 0.63643 -3.88273 0.5 -1.0 0.0
N 0.76706 -0.22970 -4.82885 -0.1 -0.6 0.0
H -1.31476 1.00460 -4.79265 -0.6 0.4 0.1
H -1.67232 0.77973 -3.04772 -0.2 0.2 -0.2
H 0.67996 0.43789 -5.56759 0.0 0.0 -0.2
H 1.46795 -0.94581 -4.90155 -0.1 -0.1 0.1
```
Forces are in eV/Å.

Here are the Löwdin charges for atoms 1 to 8, given in e: 0.824 -0.659 -0.059 0.163 0.172 0.104 0.104 0.060

***

Entry 2:
The following is a DFT calculation (the ωB97M-V functional and the def2-TZVPD basis) of a molecular structure, C38H25F7N6O2Rh.

## Properties
**Expectation value of S²**: 0.75
**Multiplicity**: 2
**ΔE to the lowest compared entry with this formula, charge and spin**: 13.22 kcal per mole
**HOMO-LUMO gap (alpha / beta)**: 0.2256 / 0.2611 hartree
**LUMO (alpha / beta)**: -0.306 / -0.361 eV

```
79
Properties=species:S:1:pos:R:3:forces:R:3
Rh 0.96459 -2.25743 -0.02163 0.2 0.6 1.1
C -5.90796 9.71145 0.77272 0.0 0.0 0.0
O -5.59683 8.96073 -0.38708 0.0 0.0 0.0
C -4.89891 7.80975 -0.22406 -0.1 0.1 0.0
C -4.48427 7.31152 1.00530 0.0 0.0 0.0
C -3.77395 6.11758 1.04868 0.0 0.0 0.0
C -3.47322 5.41393 -0.10774 0.1 -0.1 0.0
C -3.89709 5.92968 -1.33594 0.0 0.1 0.0
C -4.59991 7.11093 -1.39564 0.0 0.0 0.0
C -2.72553 4.15074 -0.09135 -0.1 0.2 0.0
N -2.35854 3.48141 -1.15824 0.0 -0.1 0.1
C -1.70154 2.37620 -0.67445 0.0 0.0 -0.1
C -1.66648 2.38444 0.69594 0.0 -0.1 0.1
N -2.33015 3.53201 1.06606 0.1 -0.1 -0.1
C -1.01906 1.37100 1.46690 0.0 -0.1 0.1
C -0.89930 1.36008 2.86279 0.0 0.0 0.0
C -0.23121 0.32700 3.47236 0.1 0.0 0.0
C 0.32705 -0.68446 2.68631 -0.1 0.0 -0.1
N 0.22675 -0.69375 1.36943 0.5 0.2 -0.3
C -0.43287 0.31102 0.75198 -0.2 -0.2 -0.4
C -0.50059 0.26478 -0.71123 0.3 0.0 0.6
N 0.10360 -0.78457 -1.32236 -0.6 0.1 -0.4
C 0.21382 -0.74912 -2.64225 0.0 0.0 0.2
C -0.34334 0.26614 -3.42538 0.0 0.0 0.0
C -1.02360 1.29331 -2.82140 0.1 0.0 0.1
C -1.08805 1.31598 -1.42146 0.0 0.0 -0.2
H -6.44799 10.58834 0.42801 0.0 0.0 0.0
H -5.00002 10.02557 1.29366 0.0 0.0 0.0
H -6.54220 9.13875 1.45404 0.0 0.0 0.0
H -4.70083 7.83344 1.92502 0.0 0.0 0.0
H -3.45750 5.75889 2.02082 0.0 0.0 0.0
H -3.66367 5.38535 -2.24017 0.0 0.0 0.0
H -4.93300 7.51813 -2.34040 0.0 0.0 0.0
H -2.51428 3.85323 1.99837 0.0 0.0 0.0
H -1.32652 2.16247 3.45172 0.0 0.0 0.0
H -0.10894 0.28818 4.54535 0.0 0.0 0.0
H 0.87289 -1.51077 3.12275 0.0 0.0 0.0
H 0.75977 -1.56556 -3.08719 0.0 0.0 -0.1
H -0.24132 0.21100 -4.50024 0.0 0.0 0.0
H -1.48229 2.09670 -3.38163 0.0 0.0 0.0
F 5.76931 -1.52092 2.25755 0.0 0.0 0.0
C 4.60362 -2.20832 2.30037 0.1 0.0 0.1
C 3.69604 -2.05456 1.27630 0.0 0.0 -0.1
C 2.48671 -2.75640 1.29944 -0.1 -0.3 -0.2
C 2.24298 -3.60589 2.39983 -0.4 -0.1 0.0
C 3.19925 -3.71913 3.40368 0.1 0.0 0.0
F 2.97431 -4.51193 4.48340 0.0 0.0 0.0
C 4.39664 -3.03659 3.38890 -0.1 0.0 -0.1
C 0.91696 -4.27612 2.43509 0.4 0.1 -0.1
C 0.56431 -5.33868 3.27094 0.0 0.0 -0.1
C -0.70169 -5.88223 3.17391 0.0 0.0 0.0
C -1.59906 -5.36241 2.25337 0.0 0.0 0.0
C -1.16988 -4.31938 1.45549 0.0 0.1 0.1
N 0.04889 -3.78802 1.53967 -0.6 0.0 0.0
H 3.93397 -1.39429 0.45252 0.0 0.0 0.0
H 5.11947 -3.14141 4.18341 0.0 0.0 0.0
H 1.28535 -5.74093 3.96207 0.0 0.0 0.0
H -0.97979 -6.71466 3.80773 0.0 0.0 0.0
H -2.59980 -5.75385 2.13909 0.0 0.0 0.0
H -1.82123 -3.88393 0.71071 0.0 0.0 0.0
F 1.92859 -3.77632 -2.38149 0.1 0.2 0.2
C 1.01765 -3.77363 -1.31443 0.2 -1.0 -0.6
F 1.28349 -4.98704 -0.68827 0.0 0.2 0.0
C -0.33271 -4.07812 -2.10462 0.1 0.0 0.2
F -0.54705 -5.39221 -2.24793 -0.1 0.1 0.0
F -0.33647 -3.55771 -3.34721 0.0 0.1 0.1
F -1.42127 -3.56876 -1.48472 0.1 0.0 0.0
O 3.13297 -1.29847 -1.60847 0.0 0.4 -0.3
N 3.88434 -1.84792 -2.49182 0.1 -0.2 0.2
C 4.00628 -1.31598 -3.72886 0.0 0.0 0.1
C 4.80759 -1.91192 -4.67922 -0.1 0.1 0.0
C 5.50168 -3.06999 -4.37560 0.0 0.0 0.0
C 5.36474 -3.60237 -3.10094 0.0 0.0 0.0
C 4.55556 -2.98610 -2.17743 -0.1 0.2 0.0
H 3.43719 -0.40999 -3.86884 0.0 0.0 0.0
H 4.87655 -1.45131 -5.65463 0.0 0.0 0.0
H 6.13449 -3.54638 -5.11037 0.0 0.0 0.0
H 5.87728 -4.50719 -2.80708 0.0 0.0 0.0
H 4.36524 -3.32298 -1.16996 0.0 -0.1 0.0
```
Forces are in eV/Å.

Here are the Löwdin charges for atoms 1 to 8, given in e: 0.977 -0.080 -0.076 -0.280 -0.014 -0.026 -0.157 -0.013